Record 1
ORCA calculation (ωB97M-V with the def2-TZVPD basis set) on a structure of composition C10H11AuCl3F4N2O4SeSi at a distorted geometry.

Element x y z (Å)
1 Au -1.71045 -0.39081 0.32504
2 C -0.85519 -0.95142 -2.92159
3 N -0.69467 -1.64197 -1.65307
4 C -1.26055 -2.97519 -1.73176
5 C 0.68438 -1.67771 -1.18800
6 C 1.20332 -0.38711 -0.55973
7 N 0.60888 -0.03429 0.63126
8 C 1.05202 0.94670 1.42415
9 C 0.20118 1.49696 2.42020
10 F -1.04011 0.99768 2.58746
11 C 0.58887 2.54332 3.23162
12 F -0.26611 3.01552 4.15673
13 C 1.85295 3.10680 3.14664
14 C 2.73034 2.55364 2.23001
15 F 3.99301 3.01882 2.16948
16 C 2.36102 1.51132 1.40627
17 F 3.32697 0.99441 0.61412
18 H -0.36328 -1.50709 -3.73010
19 H -0.43171 0.04530 -2.89035
20 H -1.91341 -0.85289 -3.16117
21 H -0.74622 -3.58357 -2.48631
22 H -2.31298 -2.90811 -1.99845
23 H -1.17616 -3.47897 -0.77174
24 H 1.35807 -1.94293 -2.01359
25 H 0.74355 -2.45596 -0.42057
26 H 0.91080 0.58651 -1.28209
27 H 2.29432 -0.39267 -0.57650
28 H 2.14326 3.93057 3.77233
29 Cl -3.63327 -3.42558 1.17691
30 Si -2.05901 -2.20153 1.72916
31 Cl -2.38860 -1.86984 3.71914
32 Cl -0.47390 -3.54481 1.81182
33 O 0.59332 1.71694 -1.89496
34 Se -0.98857 2.33202 -1.84521
35 O -1.58868 2.21893 -3.30675
36 O -1.83475 1.38748 -0.79409
37 O -0.90866 3.81949 -1.32629

- spin multiplicity = 1
- energy above the lowest of the compared OMol25 structures with the same formula, charge and spin (kcal/mol) = 88.55
- Kohn-Sham gap (alpha / beta) (eV) = 4.3 / 4.3
- electronic energy (eV) = -147072.3479
- HOMO (alpha / beta) (Ha) = -0.1733 / -0.1742
- charge = -1

Charge distribution, natural (NBO) scheme, values in e: 0.5845 -0.4314 -0.4518 -0.4157 -0.2466 -0.2381 -0.2814 -0.0130 0.4391 -0.2784 0.3089 -0.2971 -0.2729 0.3174 -0.3033 0.3574 -0.2986 0.1540 0.2390 0.2204 0.1579 0.2139 0.2162 0.1773 0.2375 0.4150 0.2425 0.2514 -0.4380 0.7761 -0.4222 -0.4552 -1.0034 2.8167 -1.0599 -1.1709 -1.0473

Record 2
ORCA calculation (ωB97M-V with the def2-TZVPD basis set) on a structure of composition C30H90O15S15 at a distorted geometry.

Element x y z (Å)
1 C 1.85856 8.40178 -27.27339
2 S 1.43495 8.54162 -29.11265
3 O 1.23448 7.14124 -29.67218
4 C -0.26963 9.14549 -29.00166
5 H 1.41355 7.52108 -26.81033
6 H 1.41250 9.20449 -26.68619
7 H 2.92967 8.44899 -27.07695
8 H -0.68507 8.60969 -28.14819
9 H -0.78997 8.84396 -29.91074
10 H -0.20361 10.22726 -28.88540
11 C -5.02941 8.84836 -36.23313
12 S -3.33422 9.25291 -35.57513
13 O -3.32614 8.51947 -34.19604
14 C -2.31979 8.28965 -36.77393
15 H -5.74970 9.60398 -35.91958
16 H -5.25527 7.83976 -35.88692
17 H -5.15953 8.90450 -37.31388
18 H -1.34456 8.76067 -36.89704
19 H -2.83065 8.47023 -37.71972
20 H -2.23115 7.22640 -36.55089
21 C -5.20803 6.06992 -29.74078
22 S -4.31369 4.68666 -30.64123
23 O -5.03842 3.40132 -30.30471
24 C -4.76664 5.10013 -32.35757
25 H -5.13364 7.04099 -30.23027
26 H -4.98154 6.11656 -28.67559
27 H -6.26159 5.79508 -29.69003
28 H -4.37820 6.09141 -32.59120
29 H -5.85625 5.11320 -32.38364
30 H -4.42956 4.38965 -33.11236
31 C -0.54896 8.50691 -34.24796
32 S 0.99906 9.11653 -35.01927
33 O 2.21509 8.56207 -34.27655
34 C 0.86881 8.18615 -36.65383
35 H -0.49074 7.43441 -34.43356
36 H -1.44830 8.86859 -34.74642
37 H -0.58977 8.78250 -33.19417
38 H 1.74228 8.05876 -37.29329
39 H -0.07619 8.38871 -37.15787
40 H 0.60207 7.22133 -36.22244
41 C -1.42595 11.83176 -34.78505
42 S -2.00212 12.29958 -33.09709
43 O -2.80741 13.58017 -33.25793
44 C -3.20471 10.96792 -33.16273
45 H -0.67357 12.53166 -35.14860
46 H -2.23931 11.76046 -35.50717
47 H -1.04989 10.80888 -34.76538
48 H -2.88143 9.93917 -33.00372
49 H -3.75713 11.00042 -34.10181
50 H -3.93092 11.04268 -32.35333
51 C 1.24261 6.35646 -33.18167
52 S 2.38893 7.31836 -32.15351
53 O 3.36627 8.10367 -33.03192
54 C 1.31715 8.60136 -31.35531
55 H 0.24003 6.21801 -32.77697
56 H 1.65124 5.34688 -33.13860
57 H 1.16839 6.88163 -34.13392
58 H 0.66437 9.01356 -32.12478
59 H 1.80175 9.43650 -30.84956
60 H 0.83990 8.01355 -30.57121
61 C -2.58515 9.81886 -28.10579
62 S -2.86820 8.15536 -28.97314
63 O -1.60491 7.32864 -28.52451
64 C -4.28425 7.64248 -27.83792
65 H -2.43796 9.74447 -27.02835
66 H -3.43498 10.44560 -28.37614
67 H -1.73036 10.35940 -28.51231
68 H -4.77645 6.76949 -28.26655
69 H -4.95010 8.50237 -27.76492
70 H -4.00611 7.28689 -26.84581
71 C 1.07915 11.07174 -30.19970
72 S -0.40171 11.14594 -31.36829
73 O -1.26951 9.90782 -31.10696
74 C 0.38322 11.12363 -33.08865
75 H 0.81646 10.72303 -29.20095
76 H 1.55100 12.05383 -30.16924
77 H 1.82341 10.35480 -30.54638
78 H 1.37900 11.54516 -32.95133
79 H -0.11492 11.83084 -33.75183
80 H 0.39948 10.09717 -33.45499
81 C -2.61699 11.12889 -30.16955
82 S -4.35392 10.54446 -30.24597
83 O -4.32887 9.65875 -31.44061
84 C -4.96075 12.12171 -30.87724
85 H -2.46314 11.96192 -29.48363
86 H -2.23545 11.30551 -31.17520
87 H -1.90588 10.38668 -29.80688
88 H -5.81462 11.89237 -31.51475
89 H -4.22087 12.67781 -31.45295
90 H -5.35729 12.83736 -30.15704
91 C -6.44216 7.50800 -32.64424
92 S -6.23337 8.86553 -33.92584
93 O -7.64153 9.44978 -33.93559
94 C -5.25889 10.02467 -32.91122
95 H -5.53627 7.38611 -32.05043
96 H -6.63881 6.56430 -33.15304
97 H -7.36990 7.68341 -32.09961
98 H -4.81431 10.85145 -33.46518
99 H -4.43415 9.49615 -32.43314
100 H -5.94036 10.45664 -32.17833
101 C 0.54050 5.80690 -27.25386
102 S -0.49890 4.42814 -27.86373
103 O -1.14040 3.78824 -26.63511
104 C -1.84557 5.34281 -28.69460
105 H -0.08980 6.57904 -26.81271
106 H 1.23417 6.17451 -28.01001
107 H 1.20047 5.42847 -26.47326
108 H -1.48444 5.93259 -29.53714
109 H -2.49650 5.91461 -28.03324
110 H -2.44466 4.54267 -29.12931
111 C -1.60073 4.73463 -31.73588
112 S -1.42110 3.00460 -31.20096
113 O -1.11037 3.12119 -29.73319
114 C -3.24395 2.51293 -31.25983
115 H -0.66599 5.29442 -31.70422
116 H -2.26371 5.28757 -31.07042
117 H -2.09216 4.77336 -32.70804
118 H -3.40800 1.44686 -31.41684
119 H -3.75798 3.05521 -32.05345
120 H -3.73155 2.79749 -30.32742
121 C -0.94150 4.53609 -34.59020
122 S -1.95639 5.56666 -35.76944
123 O -1.06199 6.57626 -36.47405
124 C -2.87485 6.59907 -34.57660
125 H -0.25482 5.16887 -34.02792
126 H -0.38519 3.80197 -35.17302
127 H -1.61327 4.03203 -33.89538
128 H -3.42849 6.01093 -33.84471
129 H -3.55495 7.34080 -34.99542
130 H -2.16320 7.09748 -33.91838
131 C 2.83130 4.72574 -29.06527
132 S 2.24456 5.42213 -30.72751
133 O 2.72498 4.24122 -31.57320
134 C 0.37093 5.37673 -30.52136
135 H 2.40505 3.73960 -28.88104
136 H 2.47066 5.39860 -28.28727
137 H 3.91881 4.68260 -29.00574
138 H -0.16758 5.72888 -31.40120
139 H 0.10830 5.92980 -29.61957
140 H 0.04718 4.37194 -30.24991
141 C -1.05258 7.19901 -30.83654
142 S -1.95167 6.92585 -32.36119
143 O -3.10195 5.98364 -31.99697
144 C -2.75748 8.60860 -32.43274
145 H -0.41240 6.34154 -30.62915
146 H -1.78193 7.46534 -30.07154
147 H -0.39291 8.06648 -30.85710
148 H -2.05491 9.34344 -32.82584
149 H -3.16381 8.92709 -31.47277
150 H -3.58685 8.38400 -33.10342

- spin multiplicity = 1
- energy above the lowest of the compared OMol25 structures with the same formula, charge and spin (kcal/mol) = 1960.26
- Kohn-Sham gap (eV) = 5.6
- electronic energy (eV) = -225713.4926
- HOMO (Ha) = -0.2272

Mulliken atomic charge list, values in e, 99 entries: -1.0241 0.3079 -0.3789 -2.0622 0.2638 0.3704 0.4527 1.6039 -2.2885 1.3154 -1.6685 1.1478 -1.6063 -0.1150 0.5945 0.4005 0.5428 -0.1192 0.9146 -0.3750 -0.7139 1.3489 -1.0114 -0.4721 -0.4053 0.3336 0.7878 -0.4942 1.1273 -0.1741 0.6783 0.3425 -0.5051 -0.5523 -0.5260 0.0631 -0.5829 0.4551 0.6028 0.1649 -1.4117 0.7228 -0.8888 0.3038 0.5037 0.4784 0.5968 1.2329 1.6653 -1.0098 -1.5545 0.1149 -0.7368 0.1747 -0.4069 1.1864 0.4659 0.0103 -0.1086 -2.0002 -1.2451 1.9886 -0.6082 -1.2449 0.4736 0.9247 0.6349 -0.0471 0.4484 0.3740 -1.3943 1.0192 1.0729 -0.1300 0.5861 0.5750 0.7432 0.7423 0.2732 -1.4501 -0.7077 0.7224 -0.7272 -1.1528 0.5590 -0.4460 -0.2225 0.3676 0.3757 0.4678 -0.5594 0.5026 -0.9051 0.3185 -0.9920 0.6041 0.4542 -0.5685 -1.6826

Record 3
ORCA calculation (ωB97M-V with the def2-TZVPD basis set) on the molecule C6H6OS at a distorted geometry.

Element x y z (Å)
1 C 0.48508 -0.93972 1.25482
2 C -0.17977 -0.01912 0.22877
3 C 0.38369 -0.20606 -1.22115
4 C -0.89777 -0.78758 -1.77899
5 C -0.19166 1.36642 0.66913
6 C -0.17123 2.50060 1.07379
7 H 1.51424 -0.59330 1.41997
8 H -0.03699 -0.90141 2.21943
9 H 0.45967 -1.93712 0.88674
10 H 0.62574 0.75129 -1.71832
11 H 1.23283 -0.89593 -1.30287
12 H -0.17222 3.50242 1.41695
13 O -1.19211 -1.21287 -2.86559
14 S -1.85950 -0.62762 -0.28266

- spin multiplicity = 1
- energy above the lowest of the compared OMol25 structures with the same formula, charge and spin (kcal/mol) = 27.02
- Kohn-Sham gap (eV) = 10.5
- SMILES string = C#C[C@]1(C)CC(=O)S1
- electronic energy (eV) = -19199.8968
- HOMO (Ha) = -0.3603

Charge distribution, natural (NBO) scheme, values in e: -0.5974 -0.1957 -0.5081 0.4425 -0.0465 -0.1945 0.2206 0.2254 0.2183 0.2570 0.2441 0.2388 -0.5221 0.2177

Record 4
ORCA calculation (ωB97M-V with the def2-TZVPD basis set) on a cluster of 2 separate species, C3H5N2O in total at a distorted geometry.

Element x y z (Å)
1 C -1.52686 0.42335 0.71029
2 C 0.03306 0.18988 -1.15934
3 C -1.07051 -0.24396 -0.36809
4 N -1.97736 1.01145 1.61967
5 N 1.64351 -0.82237 1.44176
6 O 2.21793 -0.41102 0.39154
7 H 0.00712 -0.08307 -2.12444
8 H 0.90642 -0.07692 -0.77924
9 H 0.06379 1.20783 -1.07491
10 H -1.43089 -1.26275 -0.57674
11 H 1.13379 0.06757 1.91950

- spin multiplicity = 1
- energy above the lowest of the compared OMol25 structures with the same formula, charge and spin (kcal/mol) = 53.25
- Kohn-Sham gap (alpha / beta) (eV) = 7.0 / 5.2
- electronic energy (eV) = -8215.6617
- HOMO (alpha / beta) (Ha) = -0.0916 / -0.0638
- charge = -1

Charge distribution, natural (NBO) scheme, values in e: 0.2454 -0.6089 -0.5313 -0.5603 -0.1660 -0.4072 0.1796 0.2192 0.1905 0.1928 0.2463

Record 5
ORCA calculation (ωB97M-V with the def2-TZVPD basis set) on a cluster of 3 separate species, C5H15NO2 in total at a distorted geometry.

Element x y z (Å)
1 C 0.69746 -2.31042 -2.19451
2 C -0.03409 -1.58922 -0.98776
3 N 0.62192 0.95332 0.56544
4 C -0.35520 0.88184 -0.51200
5 C -0.43728 -0.21678 -1.32646
6 C -1.02370 2.20917 -0.86170
7 H -0.09025 -2.49804 -2.90949
8 H 1.18409 -3.30361 -1.82833
9 H 1.54091 -1.71242 -2.63698
10 H -0.91541 -2.32661 -0.97722
11 H 0.53670 -1.61620 0.00589
12 H 1.49361 0.75122 0.45005
13 H 0.35082 1.52135 1.29088
14 H -1.03230 -0.07014 -2.22488
15 H -1.82039 1.95744 -1.72691
16 H -0.35950 2.91930 -1.23293
17 H -1.55708 2.66111 0.03163
18 H 1.79131 -1.67183 2.17444
19 H 2.67326 -0.77080 1.15182
20 O 2.53837 -1.07595 2.08087
21 H -2.97346 0.75643 2.11457
22 H -1.73596 1.89927 1.87545
23 O -2.10372 1.19880 2.39143

- spin multiplicity = 1
- energy above the lowest of the compared OMol25 structures with the same formula, charge and spin (kcal/mol) = 64.64
- Kohn-Sham gap (eV) = 8.9
- SMILES string = CC/C=C(/C)N.O.O
- electronic energy (eV) = -11011.1433
- HOMO (Ha) = -0.3006

Charge distribution, natural (NBO) scheme, values in e: -0.6016 -0.4310 -0.8342 0.1880 -0.2673 -0.6308 0.2026 0.2079 0.2009 0.2093 0.2051 0.3612 0.3664 0.1954 0.2148 0.2169 0.1906 0.4820 0.4698 -0.9479 0.4975 0.4741 -0.9696